# 1
40
Properties=species:S:1:pos:R:3:forces:R:3 method="wB97M-V/def2-TZVPD" multiplicity=3 total_charge=0 orbital_gap_ev="8.2 / 5.3" e_homo_ev="-9.6 / -9.6"
Pt -0.513193 1.315868 -0.376000 0.482 -0.303 0.968
F -2.281792 1.511368 0.709300 0.601 -0.427 -0.512
Te -1.146792 -0.154532 2.227500 1.236 -2.704 5.068
F 0.005507 -1.715632 1.595100 -0.962 1.152 -0.142
F -1.472692 1.381968 3.510500 -0.355 -1.330 -1.590
F 0.130107 -0.425832 3.646100 -0.539 0.352 -0.805
F -2.059792 -1.754332 3.272500 0.294 1.831 -1.130
O 0.193607 0.879868 1.374600 -0.318 0.548 -1.102
Br -4.128492 -3.495232 -2.621200 -0.077 -0.014 -0.062
C -2.611092 -4.228732 -1.774800 -0.134 0.424 0.063
C -2.293192 -5.556833 -2.015800 -0.029 0.114 -0.034
C -1.189992 -6.127532 -1.406700 -0.031 0.100 0.022
C -0.394393 -5.361432 -0.572400 -0.063 -0.008 -0.087
C -0.701193 -4.029632 -0.343100 0.085 0.202 0.189
C -1.818292 -3.458233 -0.930800 -0.046 0.360 0.247
I -2.309592 -1.393632 -0.475100 -0.369 -1.258 -0.628
H -2.918792 -6.122532 -2.687400 -0.058 -0.095 -0.029
H -0.959492 -7.166132 -1.583600 0.031 -0.103 -0.037
H 0.467408 -5.796933 -0.090800 0.078 -0.001 0.046
H -0.081993 -3.443032 0.313700 0.035 0.134 0.128
B -2.408292 4.425668 -2.794000 -0.341 0.298 -0.214
C -1.806992 3.117268 -2.329000 0.097 -0.078 0.050
N -1.264892 2.185268 -1.878600 -0.281 0.352 -0.566
H -3.056392 4.820568 -1.865100 0.053 0.056 0.502
H -3.249392 4.290468 -3.624900 -0.163 -0.362 -0.445
H -1.531392 5.143268 -3.142000 0.371 0.236 -0.061
C 4.257308 2.031468 0.138300 -0.291 -0.099 -0.062
As 2.389108 1.821868 0.714400 1.872 1.001 0.238
C 1.689508 3.638567 0.694200 -0.162 -0.187 0.003
C 2.683108 1.257068 2.567700 -0.342 -0.214 -0.208
S 1.636708 0.826168 -1.069600 -0.705 0.184 0.229
H 4.816807 2.683068 0.807400 -0.114 -0.024 0.118
H 4.289107 2.445568 -0.869300 -0.077 -0.038 0.048
H 4.720107 1.041568 0.128700 -0.047 0.101 0.015
H 2.378608 4.304168 1.216100 -0.003 -0.141 0.049
H 0.707707 3.659168 1.172600 0.152 -0.015 -0.016
H 1.594908 3.957768 -0.348900 0.046 -0.170 0.187
H 3.353108 2.004367 2.998600 0.048 -0.039 -0.194
H 3.140508 0.265968 2.595700 -0.028 0.141 -0.129
H 1.744908 1.221868 3.116100 0.052 0.025 -0.118

=====

# 2
9
Properties=species:S:1:pos:R:3:forces:R:3 method="wB97M-V/def2-TZVPD" total_charge=0 orbital_gap_ev=10.1 e_homo_ev=-10.4 smiles=N#CSCSC#N
N -3.292718 0.966297 0.071982 3.452 -4.451 -1.058
C -2.554119 0.026657 -0.106722 -3.479 4.479 1.239
S -1.479715 -1.269288 -0.170299 0.797 0.423 -0.068
C 0.085993 -0.199177 0.062534 -1.507 -2.629 3.032
S 1.482280 -1.371354 0.047590 1.395 1.903 -0.340
C 2.616463 0.003371 -0.086821 1.968 7.684 -0.489
N 3.059939 1.186923 -0.172879 -3.122 -9.266 0.659
H 0.089366 0.434061 -0.739414 0.326 1.807 -1.744
H -0.007488 0.222508 1.094028 0.168 0.049 -1.231

=====

# 3
74
Properties=species:S:1:pos:R:3:forces:R:3 method="wB97M-V/def2-TZVPD" total_charge=-1 orbital_gap_ev=3.8 e_homo_ev=-1.8
P -0.151627 1.008981 -0.616670 0.414 -0.989 1.762
C -1.789756 0.443897 -1.305937 0.330 0.480 -0.102
C -2.284154 1.064357 -2.612053 -0.331 -0.272 -0.059
C -3.739172 0.621118 -2.856003 0.026 0.117 -0.019
C -3.923548 -0.902378 -2.832431 0.197 -0.042 -0.054
C -3.285343 -1.564663 -1.604998 0.060 0.180 0.056
C -1.845029 -1.092486 -1.372756 -0.104 0.061 0.044
C 1.253628 0.356727 -1.653853 -0.379 0.299 -0.043
C 1.156552 0.520466 -3.169691 0.349 -0.258 -0.077
C 2.472843 0.055665 -3.819157 -0.066 0.050 -0.037
C 2.884502 -1.366101 -3.412837 -0.197 -0.076 0.008
C 2.834353 -1.610290 -1.899703 -0.037 0.141 0.057
C 1.537931 -1.106366 -1.256235 0.032 0.049 -0.018
C -0.071703 2.851658 -0.715273 -0.226 -0.052 -1.057
C -1.232446 3.455135 0.099435 0.161 -0.065 0.129
C -1.138111 4.981240 0.246045 0.085 -0.106 -0.164
C 0.229125 5.456617 0.747162 -0.014 -0.233 0.161
C 1.393832 4.866019 -0.050786 -0.164 -0.139 -0.177
C 1.306024 3.341660 -0.226150 -0.093 -0.062 0.163
H -2.486943 0.762623 -0.505522 0.205 -0.128 -0.182
H -1.645394 0.742380 -3.446514 -0.144 0.031 0.120
H -2.228496 2.161162 -2.574760 -0.034 -0.174 0.000
H -4.093026 1.025484 -3.811858 -0.066 -0.047 0.092
H -4.368111 1.057972 -2.067627 0.070 0.018 -0.082
H -4.991507 -1.147982 -2.867467 0.093 0.041 -0.052
H -3.475181 -1.331620 -3.737039 0.021 0.038 0.013
H -3.877791 -1.316617 -0.714218 0.061 -0.059 -0.061
H -3.298325 -2.654856 -1.712998 -0.082 0.106 0.033
H -1.446740 -1.533886 -0.446928 -0.056 0.136 -0.202
H -1.210491 -1.443740 -2.200576 -0.155 0.081 0.111
H 2.114069 0.966185 -1.318706 -0.219 -0.223 0.025
H 3.270458 0.749699 -3.521347 -0.085 -0.003 -0.022
H 0.960860 1.568653 -3.435111 0.011 -0.143 0.018
H 0.315448 -0.071473 -3.561580 0.194 0.036 0.083
H 2.382972 0.117398 -4.910196 0.113 0.003 0.055
H 3.896774 -1.573496 -3.779477 -0.111 0.005 -0.034
H 2.221690 -2.085849 -3.909860 -0.025 0.054 0.021
H 2.948527 -2.680178 -1.688903 0.069 0.159 -0.009
H 3.680429 -1.095530 -1.425759 -0.055 -0.041 -0.011
H 1.593408 -1.197813 -0.160018 -0.053 0.023 -0.310
H 0.698509 -1.737747 -1.580011 0.245 0.084 0.069
H -0.197625 3.061868 -1.793880 0.058 0.654 0.261
H -2.196272 3.200516 -0.365951 0.208 0.004 0.087
H -1.235321 2.987893 1.098308 0.052 0.078 -0.188
H -1.342451 5.443998 -0.727679 0.005 0.005 0.017
H -1.919372 5.319914 0.935825 0.049 0.021 -0.110
H 0.337580 5.173255 1.801764 -0.007 -0.030 -0.078
H 0.278026 6.549896 0.707513 -0.014 -0.048 0.051
H 2.339387 5.106725 0.446794 -0.057 0.033 -0.094
H 1.422738 5.334425 -1.042177 -0.017 0.012 0.013
H 2.089654 3.025520 -0.929440 -0.187 0.055 0.176
H 1.532082 2.853053 0.735688 -0.099 0.046 -0.163
Sc 0.528066 -0.434457 4.127405 -0.690 -1.661 -2.524
Cl 2.616396 0.245663 3.381346 0.851 0.322 0.112
Cl -1.057185 1.172449 3.641951 -0.701 0.798 0.263
C -0.154011 -2.071556 2.946331 0.177 1.109 0.738
H -1.236778 -2.122887 2.741656 0.054 0.144 0.154
C 0.519847 -3.210683 2.456349 0.404 -0.456 0.008
C 1.965811 -3.278189 2.408042 -0.402 -0.333 0.010
C 2.621708 -4.478166 2.166820 -0.459 0.086 -0.058
C 1.893245 -5.645398 1.875373 -0.072 -0.188 0.012
C 0.486825 -5.583487 1.782013 0.324 0.320 -0.018
C -0.186883 -4.396111 2.030090 0.526 0.110 -0.026
H 2.521501 -2.353107 2.596071 -0.127 -0.417 -0.018
H 3.714083 -4.516727 2.201190 -0.256 0.019 -0.061
H -0.073329 -6.484159 1.508837 0.153 0.260 0.066
H -1.276510 -4.332981 1.946872 0.306 -0.104 0.104
H 2.410538 -6.589490 1.706821 -0.088 0.176 -0.003
C -0.827832 -0.590775 6.991069 -0.006 -0.142 0.081
O 0.245921 -1.022089 6.139340 0.677 -0.349 1.398
H -1.336184 0.210361 6.454712 0.001 -0.059 0.116
H -0.418408 -0.225096 7.939069 -0.180 -0.013 -0.167
H -1.513352 -1.428563 7.153194 0.069 0.182 0.021
H 0.879042 -1.583626 6.627028 -0.592 0.282 -0.429

=====

# 4
36
Properties=species:S:1:pos:R:3:forces:R:3 method="wB97M-V/def2-TZVPD" total_charge=+1 orbital_gap_ev=7.6 e_homo_ev=-11.5
Li -0.283768 -0.278005 0.102255 -0.049 -0.269 0.036
O -5.009152 0.267244 5.541955 0.011 0.003 -0.003
N -3.852627 0.510192 5.813931 0.002 0.001 0.034
O -3.429535 0.787222 6.916754 -0.008 -0.004 -0.024
C -2.877262 0.470415 4.719530 0.099 0.017 0.013
C -1.530008 0.750029 4.992839 -0.053 -0.011 0.088
C -0.648975 0.720449 3.963858 -0.011 0.010 -0.043
C -0.969029 0.357409 2.614149 -0.017 0.002 -0.012
O -0.049730 0.266701 1.753684 -0.088 0.005 -0.017
C -2.374081 0.130434 2.407800 0.064 0.060 0.149
C -3.299963 0.183661 3.457882 -0.059 -0.020 -0.096
N -2.920657 -0.117027 1.107812 -0.025 -0.057 -0.172
O -2.153555 -0.275269 0.125234 0.061 0.048 0.103
O -4.116108 -0.143784 0.954196 0.039 -0.013 0.046
N 0.749854 1.091705 4.218204 0.013 -0.007 0.009
O 1.369197 0.428220 5.017835 -0.008 0.031 -0.003
O 1.169899 2.057064 3.612433 -0.001 -0.018 -0.013
H -1.213381 0.988809 5.999166 -0.011 -0.002 -0.001
H -4.345983 -0.007712 3.270922 0.000 -0.001 -0.004
N -0.464135 3.427934 -2.717288 0.004 0.027 0.002
C -0.673374 2.139721 -3.487782 0.002 -0.061 -0.005
C -0.766716 0.962442 -2.509367 -0.024 0.080 0.049
N 0.055704 1.159226 -1.314505 0.015 0.138 0.006
C -0.375161 2.327437 -0.511472 0.005 0.093 -0.149
C -1.098618 3.379013 -1.355914 0.011 -0.049 0.062
H -0.831155 4.213280 -3.254963 0.000 0.007 -0.001
H 0.535266 3.603718 -2.605291 0.006 0.007 -0.009
H 0.166467 2.042204 -4.172933 0.004 0.013 0.000
H -1.587110 2.250872 -4.068174 0.000 0.013 0.003
H -0.463604 0.054862 -3.028279 0.011 0.003 -0.004
H -1.795619 0.811456 -2.182328 0.001 -0.012 0.003
H 1.040152 1.232167 -1.546237 -0.003 -0.025 -0.037
H 0.497631 2.750604 -0.015094 0.000 -0.004 0.000
H -1.057812 2.013095 0.275216 0.013 -0.018 0.024
H -1.034419 4.367835 -0.907927 -0.003 0.009 -0.005
H -2.147233 3.132478 -1.512003 0.000 0.005 -0.029

=====

# 5
38
Properties=species:S:1:pos:R:3:forces:R:3 method="wB97M-V/def2-TZVPD" total_charge=+3 orbital_gap_ev=6.8 e_homo_ev=-19.3
C 1.724709 -6.407505 -0.857910 -1.029 0.594 -0.155
C 2.444415 -5.114037 -0.593839 5.963 -1.500 0.993
H 2.443889 -7.242195 -0.920270 -0.080 0.612 0.099
H 1.163351 -6.286171 -1.801214 0.156 -0.212 0.358
H 0.997920 -6.551115 -0.037194 0.277 -0.048 -0.361
O 3.586247 -4.862739 -0.387007 -4.261 -0.329 -0.774
I 1.015136 -3.299417 -0.550254 -1.265 1.505 0.574
Zr -0.168556 -0.483699 0.212883 -2.364 -0.246 1.091
P 0.517392 0.664745 -1.952260 -0.758 0.248 -2.078
C 1.637848 1.975964 -2.473468 0.495 0.045 0.627
C 0.994923 -0.779840 -2.949780 -0.109 -0.347 -0.258
H -1.931756 0.667017 -2.288125 0.365 0.439 -0.333
H -0.957047 1.421027 -3.647377 -0.306 -0.054 0.438
H -1.197680 2.325093 -2.102750 -0.108 -0.465 -0.223
C -1.077893 1.321714 -2.551601 -0.179 -0.156 0.109
H 0.464473 -1.717522 -2.667665 0.182 0.894 -0.564
H 0.781502 -0.482199 -3.995445 0.136 -0.367 0.366
H 1.512719 1.997479 -3.569347 0.188 0.137 0.363
H 2.678913 1.726492 -2.186308 -0.543 0.401 -0.418
H 2.075150 -0.963173 -2.819405 -0.362 0.100 -0.112
H 1.296109 2.923077 -2.018774 0.376 -0.308 -0.309
C 1.944796 0.734803 0.294568 4.561 2.847 0.640
O 2.872596 1.426904 0.249552 -3.971 -2.984 0.231
Cl -2.354728 -1.426612 0.016521 1.605 0.565 -0.137
C -0.264941 2.913148 3.182039 0.618 0.397 -0.051
P -1.452391 1.866422 2.400891 -1.170 1.374 1.952
C -1.721304 0.480824 3.451002 -0.441 -0.502 0.481
C -2.941833 2.845284 2.170782 -0.106 -0.316 -0.542
O -0.951052 1.231161 1.070474 1.735 -1.570 -1.495
H 0.674346 2.349902 3.250065 0.052 0.390 0.017
H -0.548492 3.223281 4.213381 -0.125 -0.380 -0.696
H -0.164995 3.826148 2.577418 0.307 -0.205 0.209
H -2.001684 0.772162 4.488057 0.136 -0.227 -0.703
H -2.544796 -0.063636 2.967298 0.132 -0.242 0.444
H -0.804962 -0.142732 3.487155 -0.426 0.242 0.108
H -2.725654 3.710933 1.514515 -0.080 -0.411 0.329
H -3.691847 2.199391 1.679364 0.097 0.412 0.274
H -3.324824 3.219619 3.144025 0.301 -0.336 -0.494

=====

# 6
14
Properties=species:S:1:pos:R:3:forces:R:3 method="wB97M-V/def2-TZVPD" total_charge=-1 orbital_gap_ev=8.8 e_homo_ev=-5.2
C 0.252315 0.412714 0.502531 -0.631 0.505 -1.958
H 1.058143 -1.584285 -0.195154 0.515 1.971 3.309
C 0.255511 -0.211378 -0.870661 0.102 0.913 1.038
H 1.206991 0.827282 0.834796 -0.695 -0.480 0.004
C -0.865375 -0.006889 1.425353 -0.021 -0.278 0.006
H -1.815992 0.466951 1.146555 0.480 0.277 0.212
H -1.080462 -1.079315 1.304129 0.463 0.177 0.027
H -0.588780 0.174527 2.471032 -0.281 0.132 -0.329
C 1.298553 0.203783 -1.773737 0.690 -0.566 -0.316
N 2.199519 0.320866 -2.493610 -0.629 0.278 0.424
C -1.015010 -0.390669 -1.517060 -0.620 0.263 -0.257
N -2.035295 -0.463875 -2.062601 0.684 -0.242 0.459
Cl -0.335102 2.714790 0.293937 0.182 -0.874 0.009
F 1.464983 -1.384504 0.934489 -0.239 -2.075 -2.628

=====

| no. | E (a.u.) |
| --- | --- |
| 1 | -6937.67108 |
| 2 | -1021.30956 |
| 3 | -3114.35196 |
| 4 | -1196.39892 |
| 5 | -2067.96090 |
| 6 | -863.09568 |